[1]
A cluster of 4 separate species, C2H12NO3 in total. Source: the OMol25 dataset; level of theory: ωB97M-V/def2-TZVPD.

XYZ file:
```
18
Properties=species:S:1:pos:R:3:forces:R:3
C 1.1591 -0.7149 -0.5022 1.88 1.92 -0.85
C 1.0755 -1.8461 0.1596 0.69 -0.08 -0.97
N 1.1228 0.6799 0.0993 -0.46 -2.84 1.22
H 1.5341 -0.6858 -1.5373 0.50 0.10 0.81
H 1.8231 -2.5459 -0.1837 -0.98 -1.05 -0.65
H 0.3798 -2.1078 0.8945 -0.14 0.07 1.92
H 0.8396 0.5304 1.0983 0.18 0.52 -0.16
H 0.3810 1.1650 -0.3636 -0.66 1.83 -0.98
H 2.0590 1.1210 0.0630 -0.81 -0.28 -0.28
H -0.5355 2.4720 -2.3180 -0.30 -0.86 1.26
H -1.2664 1.1612 -1.7395 0.36 1.17 0.28
O -0.6858 1.9377 -1.4911 -0.40 -0.42 -1.50
H -3.0437 -0.4597 -0.4855 0.78 0.43 -1.40
H -1.9770 -1.1594 -1.3115 0.41 -0.86 -0.27
O -2.4541 -0.3411 -1.2839 -1.05 0.40 1.56
H 0.4335 0.1864 3.5053 0.24 -0.11 0.50
H -0.8772 0.1214 2.7029 0.68 0.38 0.11
O 0.0319 0.4859 2.6934 -0.92 -0.31 -0.61
```
Forces are in eV/Å.

Calculated values
2S+1	1
total charge	+1
ΔE to the lowest compared entry with this formula, charge and spin	42.1	kcal/mol

=====

[2]
A structure of composition C2H12NO4. Source: the OMol25 dataset; level of theory: ωB97M-V/def2-TZVPD.

XYZ file:
```
19
Properties=species:S:1:pos:R:3:forces:R:3
C -1.5875 -1.5309 -0.2026 -0.48 0.25 -0.51
O -2.5024 -1.1732 -1.2605 0.95 0.71 0.02
C -1.1033 -0.3423 0.6295 -2.06 0.78 0.00
N -0.0928 0.4515 -0.0525 0.41 0.29 0.36
H -2.1182 -2.2755 0.4270 0.32 0.45 -0.24
H -0.6967 -2.0007 -0.6304 0.07 -0.23 0.00
H -2.0283 0.2765 0.8841 0.98 -0.63 -0.32
H -0.7262 -0.7103 1.5572 0.43 -0.39 0.85
H -0.5748 0.6779 -1.2840 0.33 -0.05 -0.86
H -0.1414 1.4258 0.2181 -0.28 0.15 0.40
H -0.4587 0.3054 -2.8869 0.14 0.01 -0.24
H -2.0634 -0.4139 -1.7864 -0.56 -0.90 0.68
O -1.0287 0.8557 -2.3464 -0.10 -0.15 0.46
H 2.6110 -0.7066 0.4118 -0.70 0.43 0.83
H 0.9456 0.1539 0.4559 0.00 -0.45 -0.61
O 2.0486 -0.3024 1.1142 0.43 -0.43 -1.00
H 4.0343 1.8375 1.4839 0.71 0.31 -0.55
H 2.8777 0.9765 1.7654 -1.56 -2.14 -0.81
O 3.3742 1.6865 2.1415 0.98 2.01 1.53
```
Forces are in eV/Å.

Calculated values
2S+1	1
total charge	-1
ΔE to the lowest compared entry with this formula, charge and spin	18.0	kcal/mol

=====

[3]
A cluster of 4 separate species, C2H12O3S in total. Source: the OMol25 dataset; level of theory: ωB97M-V/def2-TZVPD.

XYZ file:
```
18
Properties=species:S:1:pos:R:3:forces:R:3
C -0.2420 -2.2997 -1.3624 1.00 2.53 0.54
S 0.2097 -0.4824 -0.7153 -0.06 -3.50 1.29
C 0.7532 -1.4580 0.9521 -1.64 1.72 -1.91
H -0.7899 -2.7839 -0.5670 -0.22 -0.07 -0.14
H 0.8146 -2.5180 -1.3487 -0.15 -1.21 -0.61
H -0.7102 -2.2844 -2.3354 -0.02 -0.01 -0.03
H 1.1978 -0.6403 1.4975 0.60 -0.62 0.58
H -0.2324 -1.7096 1.3304 0.12 0.10 0.44
H 1.2492 -2.3910 0.7198 0.78 0.41 -0.07
O -0.8930 0.8158 2.0388 0.58 0.32 0.47
H -1.8300 0.6448 2.1320 -0.14 -0.08 -0.31
H -0.5865 0.4756 1.1850 -0.80 0.03 0.00
O -0.3051 2.2758 -2.2235 -0.05 -0.02 -0.48
H -0.0044 1.4440 -1.8386 -0.09 0.42 -0.06
H -0.2693 2.9337 -1.5222 0.02 -0.10 0.23
O 0.5262 3.0091 0.4738 0.13 -0.22 0.33
H 0.2548 2.8211 1.3829 -0.25 0.20 -0.05
H 0.8574 2.1474 0.2007 0.19 0.09 -0.22
```
Forces are in eV/Å.

Calculated values
2S+1	1
structure (SMILES)	CSC.O.O.O
ΔE to the lowest compared entry with this formula, charge and spin	38.4	kcal/mol

=====

[4]
A cluster of 4 separate species, C2H12O3S in total. Source: the OMol25 dataset; level of theory: ωB97M-V/def2-TZVPD.

XYZ file:
```
18
Properties=species:S:1:pos:R:3:forces:R:3
C -1.6133 0.8408 0.1402 0.19 -0.44 -0.61
S -0.2136 1.9548 -0.1544 0.00 0.28 0.76
C 0.1748 1.5916 -1.8475 -0.15 -0.40 -1.22
H -1.2991 -0.1655 -0.1467 -0.12 -0.02 0.09
H -2.4858 1.0879 -0.4642 0.03 0.19 0.01
H -1.9046 0.8481 1.1873 0.19 0.24 0.10
H 1.0858 2.0803 -2.1862 0.17 0.23 0.52
H 0.3253 0.5275 -2.0366 -0.13 -0.05 0.21
H -0.5886 1.9470 -2.5437 -0.19 -0.06 0.18
O -0.2192 -1.9131 -1.2909 0.25 0.96 0.46
H 0.5897 -1.7132 -0.7554 -0.41 -0.58 -0.49
H -0.2394 -2.8433 -1.4905 0.28 -0.44 0.03
O 0.0186 -1.6543 2.5438 0.41 0.84 -1.09
H -0.1616 -2.2387 3.2678 -0.65 -0.39 0.29
H -0.7651 -1.4278 2.0126 0.20 -0.47 0.70
O 1.9971 -1.5982 0.4900 -1.00 -1.13 0.31
H 1.3473 -1.7877 1.2214 0.91 0.57 -0.54
H 2.2974 -0.7024 0.5835 0.03 0.66 0.30
```
Forces are in eV/Å.

Calculated values
2S+1	1
structure (SMILES)	CSC.O.O.O
ΔE to the lowest compared entry with this formula, charge and spin	5.7	kcal/mol

=====

[5]
A cluster of 4 separate species, C2H12O3S2 in total. Source: the OMol25 dataset; level of theory: ωB97M-V/def2-TZVPD.

XYZ file:
```
19
Properties=species:S:1:pos:R:3:forces:R:3
C -1.0054 -1.3238 0.0253 -0.60 0.80 0.07
S 0.6946 -1.1928 -0.5682 -0.30 -1.22 -0.62
S 1.1009 0.7156 -0.9043 0.46 1.61 0.59
C 0.4357 1.3377 -2.4627 0.20 1.21 0.05
H -1.0739 -0.9600 1.0516 0.03 -0.47 0.11
H -1.7027 -0.7116 -0.5509 0.39 0.00 -0.30
H -1.3526 -2.3443 -0.1274 0.29 -0.15 0.36
H -0.4685 1.9322 -2.3350 -0.46 -0.82 0.05
H 1.1014 2.1175 -2.8557 0.54 -0.41 0.33
H 0.4053 0.5742 -3.2002 -0.47 -0.67 -0.58
O -2.8836 1.1438 -1.5587 0.31 0.23 -0.27
H -2.4743 1.3682 -0.7174 -0.15 -0.05 0.07
H -3.6629 0.6243 -1.3665 -0.21 -0.09 0.21
O -1.0144 0.1029 3.3354 -1.57 0.12 -1.32
H -1.2878 1.0119 3.4260 -0.28 0.41 0.03
H -0.3034 0.0146 3.9233 1.72 -0.51 1.26
O 1.8088 -0.4955 2.7749 0.41 -0.25 0.86
H 1.7863 -0.9957 1.9568 -0.22 0.26 -0.35
H 1.4610 0.3833 2.6256 -0.09 0.00 -0.57
```
Forces are in eV/Å.

Calculated values
2S+1	1
structure (SMILES)	CSSC.O.O.O
ΔE to the lowest compared entry with this formula, charge and spin	19.5	kcal/mol

=====

[6]
A cluster of 4 separate species, C2H12O3S2 in total. Source: the OMol25 dataset; level of theory: ωB97M-V/def2-TZVPD.

XYZ file:
```
19
Properties=species:S:1:pos:R:3:forces:R:3
C 0.8481 1.2171 -1.4094 -0.50 -0.76 -0.08
S 1.5806 1.4074 0.2227 0.81 -0.71 0.59
S 1.7799 -0.4279 1.2758 -1.55 1.28 0.15
C 0.2548 -0.1168 2.4152 0.94 -0.34 -1.33
H 0.1069 2.0144 -1.3967 0.30 0.32 -0.62
H 1.5862 1.2030 -2.2158 -0.11 0.52 0.26
H 0.2463 0.3239 -1.5678 0.07 -0.24 0.44
H 0.1234 0.9455 2.2460 -0.29 0.00 0.36
H -0.6055 -0.6757 2.0349 0.20 0.07 0.23
H 0.4904 -0.3502 3.4457 0.08 -0.12 0.03
O -3.4284 1.3494 0.6272 -0.21 0.19 0.33
H -3.3156 1.4919 -0.3166 0.12 -0.21 0.01
H -3.0427 0.4868 0.8096 0.08 0.15 -0.32
O -2.0472 -0.8328 -0.8396 0.28 -0.67 0.66
H -2.6676 -1.4877 -0.5002 -0.57 0.08 -0.35
H -1.2506 -1.1884 -0.4192 0.37 0.44 -0.30
O 3.3294 -1.5568 -1.6538 0.48 0.54 -0.50
H 2.9787 -2.3734 -2.0050 -0.23 -0.22 0.27
H 3.0327 -1.4297 -0.7529 -0.28 -0.33 0.17
```
Forces are in eV/Å.

Calculated values
2S+1	1
structure (SMILES)	CSSC.O.O.O
ΔE to the lowest compared entry with this formula, charge and spin	26.1	kcal/mol